DFT (wB97M-V/def2-TZVPD) results for a cluster of 10 separate species, C33H60O16 in total at a distorted geometry.

Kohn-Sham gap (eV): 9.10
LUMO energy (eV): 0.16
HOMO level (eV): -8.944
Energy above the lowest of the compared OMol25 structures with the same formula, charge and spin (eV): 0.786
Structure (SMILES): C[C@H]1COC(=O)O1.C[C@H]1COC(=O)O1.C[C@H]1COC(=O)O1.CC(C)=O.CC(C)=O.CC(C)=O.CC(C)=O.CC(C)=O.CC(C)=O.CC(C)=O
Max |F| (Eh/bohr): 0.0390

```
109
Properties=species:S:1:pos:R:3:lowdin_charge:R:1
C -6.85826 17.32208 3.30532 -0.0117
C -5.36325 17.51056 3.57712 -0.2920
C -5.05714 18.29296 4.87574 -0.0863
O -4.64465 17.28135 5.78261 0.0745
C -4.52508 16.09576 5.15294 -0.5842
O -4.19448 15.08772 5.67674 0.1623
O -4.82091 16.22411 3.85391 0.0893
H -6.92187 16.76837 2.36114 0.0881
H -7.39148 18.24864 3.09923 0.0743
H -7.33605 16.67167 4.03505 0.0942
H -4.85943 18.01575 2.75830 0.1246
H -5.87979 18.85797 5.30613 0.1418
H -4.23182 18.94916 4.60558 0.0899
C -5.96209 21.23573 2.08590 -0.0151
C -4.97234 22.09456 2.83864 -0.2823
C -5.63130 23.09668 3.80756 -0.0690
O -4.89878 22.92427 5.02069 0.0907
C -4.19816 21.80259 4.98631 -0.5844
O -3.70783 21.28397 5.94110 0.1604
O -4.31549 21.22274 3.77939 0.0368
H -5.52846 20.36329 1.59580 0.0849
H -6.42688 21.81935 1.28393 0.0947
H -6.78047 20.87417 2.70925 0.0849
H -4.19104 22.56952 2.24342 0.1512
H -6.67912 22.86257 4.00160 0.1346
H -5.58202 24.11815 3.43644 0.1356
C -3.02970 11.44510 2.32960 -0.0331
C -3.08555 12.77503 3.02534 -0.3076
C -2.02963 12.88597 4.16960 -0.0589
O -1.36775 14.13580 3.90789 0.0630
C -1.74069 14.58986 2.71377 -0.5871
O -1.32151 15.57521 2.16739 0.1396
O -2.69171 13.83815 2.17143 0.1005
H -2.03574 11.01935 2.18562 0.0862
H -3.54160 11.45634 1.36756 0.0885
H -3.55480 10.72640 2.96747 0.0926
H -4.08247 12.93323 3.43971 0.1500
H -1.31740 12.06579 4.07391 0.1246
H -2.43770 12.89438 5.17573 0.1279
C 5.21332 15.88846 5.92069 -0.0301
C 4.37885 15.52578 7.12688 -0.5005
O 4.77578 14.87709 8.05009 0.0895
C 2.95195 16.11775 7.15564 -0.0046
H 5.56762 16.90233 6.12486 0.0851
H 4.74057 15.79477 4.94471 0.0785
H 6.10069 15.25550 5.83951 0.0794
H 2.74514 16.01032 8.21918 0.0829
H 2.27859 15.58629 6.48993 0.0815
H 3.03239 17.16855 6.88052 0.0517
C -2.92734 18.83103 10.64707 -0.0265
C -4.00897 19.05353 11.66762 -0.5005
O -4.82926 18.21431 11.93050 0.0707
C -4.00879 20.43156 12.33681 -0.0276
H -2.08243 19.49747 10.81795 0.0798
H -3.34371 18.98570 9.65194 0.0901
H -2.56391 17.80983 10.75404 0.0761
H -3.25652 20.40292 13.13065 0.0866
H -4.96491 20.78112 12.71569 0.0755
H -3.63192 21.20602 11.66286 0.0738
C -0.88482 16.62762 6.14547 0.0065
C -0.96274 17.61075 7.30203 -0.4571
O -0.69111 17.24774 8.42497 0.0527
C -1.33755 19.03795 7.04896 -0.0157
H -1.82700 16.20545 5.80063 0.0674
H -0.38044 15.76552 6.59079 0.0649
H -0.24168 17.02397 5.36161 0.0794
H -1.41679 19.61358 7.97314 0.0741
H -2.31881 19.17261 6.58528 0.0657
H -0.62086 19.58604 6.43219 0.0595
C 3.34136 19.72137 4.93843 0.0002
C 2.06103 19.98096 4.15815 -0.4670
O 1.02681 20.19938 4.74872 0.0452
C 2.06998 19.80640 2.65570 -0.0056
H 3.55307 20.62280 5.51465 0.0708
H 4.17114 19.40562 4.31323 0.0812
H 3.10833 18.95467 5.67726 0.0654
H 2.30846 18.76956 2.41510 0.0974
H 2.71465 20.49979 2.11613 0.0899
H 1.05674 20.01202 2.31513 0.0483
C 1.42166 21.66675 7.79177 -0.0151
C 2.14006 22.95676 8.08179 -0.4917
O 2.06611 23.56349 9.12431 0.0684
C 2.98520 23.54272 6.96058 -0.0267
H 0.35946 21.81950 7.58721 0.0918
H 1.48617 20.97783 8.63441 0.0937
H 1.80747 21.18968 6.89436 0.0361
H 2.41462 23.69025 6.04452 0.0832
H 3.87125 22.92488 6.79466 0.0770
H 3.34897 24.49476 7.34415 0.0775
C -1.79387 20.52808 1.52053 -0.0161
C -2.18907 19.17176 2.07570 -0.4799
O -2.86213 18.44583 1.37066 0.0590
C -1.69015 18.74545 3.43429 -0.0098
H -1.83001 21.32501 2.26529 0.0774
H -2.29847 20.71223 0.57635 0.0841
H -0.72786 20.49360 1.26454 0.0675
H -1.75149 19.59280 4.11310 0.0767
H -0.68151 18.36117 3.28264 0.0874
H -2.33808 17.90309 3.67474 0.0745
C 0.14532 15.14945 11.76671 -0.0121
C 0.37703 14.12263 10.67465 -0.4955
O 1.25098 13.29832 10.80137 0.0583
C -0.45042 14.17525 9.41666 -0.0249
H -0.34101 14.59147 12.56959 0.0895
H -0.46749 15.97261 11.40770 0.0621
H 1.10863 15.49874 12.13024 0.0830
H -0.71596 13.16301 9.11086 0.0829
H 0.03494 14.76396 8.64185 0.0557
H -1.42283 14.65516 9.56075 0.0772
```

***

DFT (wB97M-V/def2-TZVPD) results for a cluster of 7 separate species, C33H61B3F5O25PS3 in total at a distorted geometry.

Kohn-Sham gap (eV): 7.90
LUMO energy (eV): -1.06
HOMO level (eV): -8.964
Structure (SMILES): C[C@H](COC(=O)CSB1OB([PH2]=S)OB(C(F)(F)C(F)(F)F)O1)OC(=O)CS.CCOC(=O)OC.CCOC(=O)OC.CCOC(=O)OC.CCOC(=O)OC.CCOC(=O)OC.CCOC(=O)OC
Max |F| (Eh/bohr): 0.0959

```
131
Properties=species:S:1:pos:R:3:lowdin_charge:R:1
C 1.39568 -2.62127 0.50112 -0.0431
C 0.13104 -1.72635 0.02484 -0.2733
C -0.66329 -2.55644 -1.10572 -0.1049
O -1.96964 -3.03738 -0.66421 -0.0597
C -2.63480 -3.66424 -1.74449 -0.4200
O -2.15732 -4.63743 -2.38588 0.0751
C -4.08539 -3.16765 -2.16608 -0.3229
S -5.39269 -3.58846 -0.86862 0.9778
B -6.83690 -2.48536 -1.30975 -0.7139
O -6.66222 -1.65181 -2.50336 0.1186
B -6.96429 -0.32236 -1.99108 -0.5811
P -5.62671 1.04183 -1.73665 0.4009
S -4.36397 1.02833 -3.23604 0.1270
O -8.37312 -0.12136 -1.64280 0.1903
B -8.57647 -1.04877 -0.53409 -0.3140
C -9.45139 -0.41725 0.72322 -0.1691
F -9.47861 -1.25518 1.85885 0.0846
F -8.84463 0.86866 0.97537 0.0501
C -10.91023 -0.09403 0.11586 -0.3153
F -10.87152 1.10053 -0.65608 0.1072
F -11.92009 0.01038 1.08980 0.1079
F -11.25738 -1.18531 -0.72634 0.1004
O -8.06353 -2.40084 -0.53225 0.2050
O 0.52334 -0.39475 -0.38819 -0.0369
C 1.59368 -0.43574 -1.34156 -0.4072
O 1.40014 -0.72507 -2.55459 0.0637
C 3.10525 -0.06135 -0.94636 -0.4364
S 3.37033 1.78688 -0.76780 0.6590
H 2.13280 -1.93378 1.03203 0.0750
H 1.08052 -3.42522 1.24322 0.0940
H 1.88322 -3.05420 -0.44738 0.1004
H -0.55646 -1.66703 0.95056 0.1626
H -0.78831 -1.96094 -2.07302 0.1462
H -0.03559 -3.48986 -1.34761 0.1352
H -4.45750 -3.67628 -3.12800 0.1139
H -4.10634 -2.03692 -2.39980 0.0819
H -6.18913 2.33621 -1.45715 -0.0039
H -4.86780 0.67764 -0.55052 0.0019
H 3.43998 -0.63586 -0.02359 0.0716
H 3.79175 -0.39232 -1.81109 0.0995
H 3.90490 2.25282 -1.96846 -0.1190
C 0.37022 -5.64489 6.30037 -0.0634
C 0.69757 -5.20043 4.88773 -0.2090
O 1.32984 -3.91365 4.88981 0.0100
C 2.63560 -3.90992 5.20334 -0.5754
O 3.30482 -4.87792 5.46776 0.1333
O 3.06361 -2.63488 5.19817 -0.0497
C 4.42384 -2.48052 5.60221 -0.0283
H -0.21362 -4.87944 6.81863 0.0838
H -0.19680 -6.57795 6.29030 0.0820
H 1.27937 -5.80146 6.88555 0.0768
H -0.22761 -5.09438 4.31664 0.1238
H 1.31588 -5.93612 4.36643 0.1259
H 5.08658 -3.12799 5.02418 0.0992
H 4.52050 -2.68671 6.67025 0.1035
H 4.71128 -1.44402 5.42122 0.0980
C -3.31917 3.48028 -9.73006 -0.0693
C -2.61502 2.14487 -9.58283 -0.2178
O -1.49243 2.25348 -8.70016 0.0299
C -1.78488 2.25468 -7.38943 -0.5846
O -2.89044 2.16470 -6.90836 0.1114
O -0.63630 2.40056 -6.70672 0.0013
C -0.81313 2.50515 -5.29629 -0.0433
H -2.61059 4.25757 -10.02871 0.0813
H -4.11383 3.41812 -10.47657 0.0788
H -3.76107 3.79987 -8.78342 0.0751
H -2.22208 1.83244 -10.55291 0.1216
H -3.30034 1.36268 -9.24528 0.1240
H -1.40830 1.67625 -4.90720 0.0826
H -1.28009 3.46176 -5.05083 0.0998
H 0.17167 2.47002 -4.82890 0.0925
C -10.69485 -4.09612 4.32870 -0.0622
C -9.22074 -3.88604 4.03989 -0.2199
O -8.43141 -4.92528 4.63138 0.0325
C -8.40744 -6.08703 3.95959 -0.5886
O -8.97487 -6.31822 2.91920 0.1207
O -7.66234 -6.95870 4.65902 0.0003
C -7.62399 -8.26796 4.09510 -0.0481
H -10.86408 -4.20670 5.40322 0.0824
H -11.28472 -3.25386 3.96086 0.0775
H -11.06407 -5.00798 3.85353 0.0763
H -8.89292 -2.94678 4.49092 0.1228
H -9.02636 -3.81342 2.96637 0.1154
H -7.32758 -8.24022 3.04433 0.0965
H -8.59771 -8.75018 4.20689 0.0993
H -6.88346 -8.84855 4.64639 0.0929
C 2.81047 3.75237 4.36782 -0.0668
C 1.30424 3.59773 4.27696 -0.2169
O 0.95485 2.37307 3.62186 0.0296
C 1.03184 1.26756 4.38072 -0.5873
O 1.35465 1.22519 5.54415 0.1201
O 0.71316 0.21314 3.61500 0.0022
C 0.83824 -1.04608 4.28021 -0.0417
H 3.26794 3.64673 3.38028 0.0796
H 3.07481 4.72884 4.77920 0.0795
H 3.24865 2.98078 5.00523 0.0741
H 0.89199 4.40681 3.66992 0.1219
H 0.83227 3.66022 5.26124 0.1236
H 0.28610 -1.05564 5.22282 0.1074
H 1.89146 -1.27361 4.44991 0.0773
H 0.41868 -1.81444 3.62964 0.0828
C 7.88007 6.95331 -2.08718 -0.0629
C 7.31072 5.97489 -3.09638 -0.2110
O 6.10406 5.37649 -2.60441 0.0212
C 4.99839 6.13292 -2.70158 -0.5883
O 4.93583 7.24497 -3.16618 0.1245
O 3.97582 5.44528 -2.16567 -0.0178
C 2.74782 6.17010 -2.12435 -0.0432
H 8.00444 6.47211 -1.11330 0.0800
H 8.84731 7.33402 -2.42131 0.0819
H 7.20892 7.80263 -1.93868 0.0751
H 8.02252 5.16146 -3.25473 0.1162
H 7.14140 6.44908 -4.06685 0.1252
H 2.48877 6.57048 -3.10680 0.0980
H 2.81439 6.97349 -1.38731 0.1001
H 1.96172 5.47982 -1.81576 0.0927
C 13.28927 3.04994 -0.84269 -0.0682
C 12.72342 2.06849 -1.85134 -0.2159
O 11.52457 1.46029 -1.35597 0.0325
C 10.41478 2.20926 -1.44817 -0.5878
O 10.34488 3.32277 -1.91195 0.1122
O 9.39750 1.51658 -0.91156 0.0036
C 8.16835 2.23853 -0.86884 -0.0408
H 13.42130 2.56830 0.12991 0.0821
H 14.25223 3.43897 -1.18010 0.0799
H 12.61212 3.89361 -0.69013 0.0746
H 13.44052 1.26092 -2.01416 0.1227
H 12.54652 2.54300 -2.82032 0.1238
H 7.90734 2.63906 -1.85092 0.0914
H 8.23441 3.04158 -0.13130 0.1013
H 7.38282 1.54802 -0.55973 0.0906
```

***

DFT (wB97M-V/def2-TZVPD) results for a cluster of 11 separate species, C33H61Cl20NO6S in total at a distorted geometry.

Kohn-Sham gap (eV): 6.84
LUMO energy (eV): -0.93
HOMO level (eV): -7.771
Structure (SMILES): C#CCCC[C@]1(O)[C@H](CCCCCCC)[C@H](C=C)OS(=O)(=O)[C@@H]1OCCNC[C@H](C)O.ClCCl.ClCCl.ClCCl.ClCCl.ClCCl.ClCCl.ClCCl.ClCCl.ClCCl.ClCCl
Max |F| (Eh/bohr): 0.1913

```
122
Properties=species:S:1:pos:R:3:lowdin_charge:R:1
C -5.91545 4.55890 0.70745 0.0151
C -4.88109 4.08643 1.56492 -0.0863
C -3.64542 3.71701 2.62202 -0.2268
C -2.16159 3.68842 1.85156 -0.1642
C -1.23090 2.40581 2.29089 -0.1574
C -1.59408 0.99945 1.51275 -0.3122
O -2.94349 0.61310 2.05330 -0.0970
C -0.61357 -0.25790 1.84795 -0.1580
C 0.23707 0.02183 3.26085 -0.1632
C 1.07942 -1.28316 3.78358 -0.2300
C 1.81831 -1.07927 5.23424 -0.2476
C 2.66177 -2.46218 5.53764 -0.2257
C 1.85431 -3.57451 6.43131 -0.2142
C 0.27100 -3.75968 6.04847 -0.2714
C -0.01777 -4.78144 4.78980 -0.1573
C 0.40803 -0.75160 0.68801 -0.2662
C 1.75638 0.16174 0.47274 -0.2508
C 1.89371 1.62582 0.64621 -0.0338
O -0.15331 -1.01239 -0.63885 -0.2501
S -1.77690 -0.56700 -0.80584 0.8970
O -2.80379 -1.52987 -0.13627 -0.3444
O -2.13240 -0.50435 -2.33814 -0.3530
C -1.88698 1.21421 -0.12069 -0.2002
O -0.94708 2.14093 -0.76543 -0.1841
C -1.43567 2.62735 -2.06494 -0.1490
C -0.46732 2.08617 -3.31653 -0.1718
N 0.54821 1.15272 -2.69625 -0.1089
C 1.29898 0.32995 -3.71950 -0.1550
C 0.39591 -0.81071 -4.47546 -0.3436
C 0.33272 -2.23338 -3.66238 -0.1049
O 1.01792 -1.07560 -5.78235 -0.1436
H -6.66280 5.32363 0.17696 0.0483
H -3.85558 2.74785 3.24409 0.0187
H -3.63643 4.61126 3.41058 0.1101
H -2.25902 3.85606 0.69755 0.1056
H -1.59931 4.65484 2.27147 0.1104
H -1.45004 2.23298 3.45172 0.1035
H -0.11182 2.73269 2.22332 0.0546
H -2.83100 0.24460 2.97836 0.1043
H -1.30906 -1.19224 2.11240 0.1648
H 0.96454 0.93456 3.18408 0.0918
H -0.60964 0.22679 4.07583 0.0909
H 1.95473 -1.45109 2.98913 0.0252
H 0.40025 -2.23752 3.70872 0.1043
H 1.11278 -0.73835 6.10556 0.0667
H 2.62184 -0.20899 5.09227 0.0272
H 3.03514 -2.88727 4.48808 0.1132
H 3.66068 -2.15157 6.10692 0.0976
H 2.00044 -3.29673 7.55985 0.1091
H 2.37440 -4.62526 6.20724 0.1195
H -0.24212 -4.26715 6.99936 0.1119
H -0.31737 -2.76536 5.86090 0.0931
H 0.83490 -4.71214 3.96472 0.0799
H -0.18693 -5.88250 5.16455 0.0779
H -0.99650 -4.36781 4.24641 0.0781
H 0.82314 -1.81153 1.05830 0.1637
H 2.72427 -0.42139 0.08740 0.0616
H 2.01709 2.14852 1.71186 0.0787
H 1.95936 2.36261 -0.27715 0.0839
H -3.00998 1.57942 -0.29166 0.1846
H -1.27589 3.81029 -2.06012 0.0634
H -2.57562 2.42898 -2.26373 0.1415
H -1.17590 1.59339 -4.10677 0.1242
H 0.15497 2.98204 -3.79473 0.0569
H 1.26479 1.77046 -2.25622 0.0874
H 2.14970 -0.24982 -3.11584 0.1314
H 1.86316 1.06821 -4.44522 0.1261
H -0.70244 -0.45795 -4.67224 0.1309
H -0.80338 -2.50226 -3.50704 0.0849
H 0.78191 -3.06369 -4.37246 0.0183
H 0.95023 -2.24221 -2.66597 0.0781
H 0.38317 -1.71414 -6.23873 0.0608
C 1.32376 3.00573 5.68575 -0.9674
Cl 0.22315 1.70371 6.15300 0.5837
Cl 0.60821 4.02359 4.43003 0.5691
H 1.53941 3.62115 6.56261 0.0316
H 2.25004 2.56892 5.30469 0.0247
C -1.38341 -2.27034 -8.82633 -1.0223
Cl -1.25642 -0.52199 -8.59807 0.5056
Cl -2.16650 -3.03766 -7.43966 0.4892
H -1.97390 -2.46998 -9.72388 -0.0512
H -0.38035 -2.68745 -8.94422 0.0324
C 5.06964 -0.57071 2.90032 -0.9434
Cl 3.56121 -0.37789 1.99898 0.7278
Cl 4.92096 0.08213 4.53635 0.5718
H 5.31358 -1.63408 2.96235 0.0398
H 5.86758 -0.03905 2.37628 -0.0541
C -4.82475 -1.45093 -11.52418 -1.0080
Cl -4.45588 -0.30147 -10.23282 0.5102
Cl -3.42612 -2.46879 -11.88843 0.5301
H -5.65503 -2.08706 -11.20780 0.0309
H -5.10582 -0.89748 -12.42345 0.0290
C -5.16824 -2.44003 2.09955 -1.0272
Cl -6.67666 -2.24721 1.19821 0.5073
Cl -5.31692 -1.78719 3.73558 0.4872
H -4.92430 -3.50341 2.16158 0.0326
H -4.37029 -1.90837 1.57551 -0.0118
C 8.52762 -0.82152 0.43472 -0.9990
Cl 7.01920 -0.62870 -0.46662 0.5120
Cl 8.37895 -0.16869 2.07075 0.5506
H 8.77157 -1.88490 0.49675 0.0337
H 9.32557 -0.28986 -0.08932 0.0138
C 0.11452 -6.26889 -4.90137 -0.9985
Cl 0.27972 -5.59064 -3.27730 0.5369
Cl -0.05638 -4.99050 -6.11025 0.5016
H 1.00402 -6.86022 -5.13214 0.0283
H -0.77138 -6.90785 -4.93159 0.0304
C -6.68662 2.52409 5.15540 -1.0015
Cl -7.58861 2.99669 6.60040 0.5040
Cl -4.95069 2.77092 5.38009 0.5524
H -6.87208 1.46692 4.95016 0.0278
H -7.02560 3.12893 4.31085 0.0317
C -0.02300 6.90958 -2.78466 -1.0051
Cl -1.42289 6.50263 -1.78484 0.5231
Cl 0.58048 5.48714 -3.64335 0.5462
H -0.31566 7.66828 -3.51464 0.0301
H 0.77035 7.30117 -2.14338 0.0301
C 7.57587 0.99907 -3.98364 -1.0312
Cl 8.95176 1.15755 -2.88512 0.4891
Cl 6.41810 2.31375 -3.74682 0.4998
H 7.93848 1.02559 -5.01414 0.0297
H 7.07618 0.04626 -3.79271 0.0220
```